(1)
DFT (ωB97M-V/def2-TZVPD) results for C11H11N3S in the gas phase in a non-equilibrium geometry.

Element x y z (Å)
C 0.677 -3.010 -5.230
C -1.603 -2.381 -4.545
C 2.498 -1.827 -1.231
C -0.030 -0.785 -1.036
C 0.335 -1.968 -3.013
C 3.536 -1.648 -0.449
C -0.225 -2.433 -4.190
C -0.026 1.599 -0.355
C -0.263 -0.284 1.256
C -2.140 0.286 -0.402
C -0.588 0.235 -0.121
N 1.350 -3.497 -6.013
N -2.721 -2.390 -4.805
N -0.404 -1.378 -2.046
S 2.031 -2.441 -2.729
H 4.587 -1.781 -0.724
H 3.468 -1.036 0.428
H 1.075 1.790 -0.187
H 0.048 1.778 -1.461
H -0.559 2.304 0.271
H 0.805 -0.611 1.385
H -0.877 -1.171 1.549
H -0.409 0.498 1.973
H -2.673 0.389 0.604
H -2.395 -0.596 -0.986
H -2.483 1.233 -0.957

**Orbital gap (alpha / beta)**: 7.13 / 7.13 eV
**HOMO (alpha / beta)**: -8.462 / -8.462 eV
**Net charge**: 0

(2)
DFT (ωB97M-V/def2-TZVPD) results for C11H11NO in the gas phase in a non-equilibrium geometry.

Element x y z (Å)
C 3.027 -0.981 1.049
C 2.652 0.352 1.229
C 2.208 -1.858 0.410
C 1.420 0.757 0.800
C 0.892 -1.449 -0.016
C 0.469 -0.124 0.174
C 0.034 -2.224 -0.818
C -2.376 -0.055 1.414
C -0.748 0.502 -0.397
C -1.982 -0.153 0.162
C -0.750 0.576 -1.943
N -0.615 -2.934 -1.437
O -3.508 -0.750 1.710
H 4.067 -1.402 1.212
H 3.453 0.923 1.724
H 2.451 -2.930 0.218
H 1.298 1.859 0.961
H -1.659 0.427 2.081
H -0.645 1.481 -0.116
H -2.654 -0.719 -0.459
H -1.042 1.592 -2.193
H -1.460 -0.071 -2.294
H 0.208 0.328 -2.277
H -3.956 -1.215 1.020

**Orbital gap**: 9.03 eV
**HOMO**: -8.734 eV
**SMILES**: C[C@@H](/C=C/O)c1ccccc1C#N
**Net charge**: 0

(3)
DFT (ωB97M-V/def2-TZVPD) results for 2 unconnected molecules or ions with the total composition C11H11NO2S in a non-equilibrium geometry.

Element x y z (Å)
C 2.294 -1.909 0.376
C 2.635 -0.563 0.442
C 0.907 -2.142 0.309
C 1.815 0.424 0.652
C -0.013 -1.119 0.513
C 0.378 0.197 0.770
C -0.999 0.694 -2.162
C -2.105 1.453 -2.081
C 0.707 -0.708 -3.230
C -0.584 1.262 1.135
C -2.592 1.806 2.153
N -0.275 0.000 -2.739
O -3.124 1.292 -1.390
O -1.575 0.868 1.867
S -0.330 2.909 0.781
H 3.167 -2.575 0.090
H 3.777 -0.240 0.417
H 0.470 -3.117 0.084
H 2.289 1.351 0.942
H -1.070 -1.273 0.525
H -1.898 2.341 -2.673
H 0.495 -1.790 -3.210
H 1.045 -0.304 -4.273
H -3.037 2.051 1.087
H -2.171 2.792 2.585
H -3.426 1.222 2.808

**Orbital gap**: 8.11 eV
**HOMO**: -8.406 eV
**Net charge**: 0

(4)
DFT (ωB97M-V/def2-TZVPD) results for a molecular structure, C11H11NO2V in a non-equilibrium geometry.

Element x y z (Å)
V -0.731 0.323 -1.591
C -0.214 0.289 -5.587
H 0.870 0.403 -5.523
H -0.459 -0.753 -5.812
H -0.592 0.921 -6.403
H -0.675 0.573 -4.597
H -2.248 0.785 -1.743
O 3.006 -1.384 -1.530
C 1.932 -0.842 -1.339
O 1.088 -0.364 -2.242
C 1.450 -0.665 0.067
C 2.178 -1.040 1.206
C 1.626 -0.816 2.454
C 0.349 -0.220 2.553
C -0.297 0.033 3.785
C -1.552 0.613 3.819
C -2.211 0.970 2.625
C -1.609 0.741 1.384
C -0.351 0.143 1.350
N 0.222 -0.106 0.118
H 3.155 -1.497 1.054
H 2.162 -1.095 3.361
H 0.237 -0.253 4.700
H -2.034 0.795 4.781
H -3.199 1.427 2.672
H -2.104 1.017 0.439

**Orbital gap (alpha / beta)**: 4.98 / 4.60 eV
**HOMO (alpha / beta)**: -17.445 / -17.072 eV
**2S+1**: 2
**Net charge**: +2

(5)
DFT (ωB97M-V/def2-TZVPD) results for a molecular structure, C11H11NS in a non-equilibrium geometry.

Element x y z (Å)
C -3.430 0.232 -2.265
C -3.439 0.694 -0.958
C -2.229 -0.178 -2.842
C -2.298 0.686 -0.237
C -1.106 -0.182 -2.062
C -1.050 0.302 -0.741
C 0.592 1.128 0.931
C 2.717 0.474 3.281
C 2.032 -0.218 2.424
C 1.222 -0.637 -0.025
C 1.803 0.274 1.006
N 0.060 0.193 0.074
S -0.245 2.341 1.664
H -4.345 0.428 -2.905
H -4.378 1.109 -0.463
H -2.379 -0.680 -3.751
H -2.105 1.001 0.803
H -0.236 -0.562 -2.655
H 2.695 0.275 4.264
H 3.320 1.352 3.083
H 1.281 -0.874 2.729
H 1.605 -0.736 -1.039
H 1.025 -1.667 0.215
H 2.782 0.734 0.765

**Orbital gap**: 8.60 eV
**HOMO**: -8.325 eV
**Net charge**: 0

(6)
DFT (ωB97M-V/def2-TZVPD) results for C11H11NS in the gas phase in a non-equilibrium geometry.

Element x y z (Å)
C -1.678 1.250 2.872
C 0.754 -1.168 -2.668
C 0.306 0.076 -2.500
C 0.822 -2.022 -1.626
C -0.063 0.602 -1.272
C 0.485 -1.529 -0.347
C 0.037 -0.257 -0.170
C -1.474 0.652 1.641
C -0.219 0.347 1.166
C -2.705 0.329 0.851
C 2.563 0.817 0.988
N -2.068 1.702 3.880
S 1.168 0.465 2.226
H 1.038 -1.558 -3.575
H 0.106 0.712 -3.273
H 1.224 -3.064 -1.771
H -0.530 1.515 -1.142
H 0.618 -2.094 0.562
H -3.564 0.678 1.426
H -2.698 0.689 -0.246
H -2.711 -0.800 0.506
H 3.241 1.670 1.351
H 1.981 0.983 0.023
H 3.370 0.006 1.098

**Orbital gap**: 8.55 eV
**HOMO**: -8.367 eV
**SMILES**: CS/C(=C(/C)C#N)c1ccccc1
**Net charge**: 0

Energy above the lowest of the compared OMol25 structures with the same formula, charge and spin in kJ/mol, matching the order above: 482.91 226.38 647.00 27.82 224.32 159.90